# 1
Entry from the Open Molecules 2025 dataset: the ion CH4NO with charge +1 (ωB97M-V/def2-TZVPD).

Cartesian coordinates (Å):
O (0.7551, 0.4495, -0.1446)
N (1.6616, -0.3352, 0.1765)
C (-0.5948, 0.0796, -0.0234)
H (-0.9949, 0.3685, -0.9990)
H (2.6901, -0.1669, 0.2747)
H (-0.7274, -0.9308, 0.4676)
H (-0.9135, 0.9715, 0.5350)

Calculated values
Energy above the lowest of the compared OMol25 structures with the same formula, charge and spin in kcal/mol: 111.2
Energy in a.u.: -170.02778
Kohn-Sham gap in eV: 9.615
Charge: +1
Strongest force on any atom in eV Å⁻¹: 5.91
M in u: 46.05

Löwdin population analysis, charges in e, atoms 1 to 4: -0.0043 0.3311 0.0547 0.1374

***

# 2
Entry from the Open Molecules 2025 dataset: a cluster of 2 separate species, CH4NO2 in total (ωB97M-V/def2-TZVPD).

Cartesian coordinates (Å):
O (2.0581, 1.3775, -0.7971)
O (-0.0928, -0.0819, 1.3066)
N (-1.7920, -0.7809, 0.0296)
C (-0.9766, -0.9387, 1.1641)
H (-2.1196, -1.6640, -0.3770)
H (1.4986, 0.6997, -0.4146)
H (-1.3834, -0.1703, -0.6877)
H (2.8076, 1.5584, -0.2239)

Calculated values
Energy above the lowest of the compared OMol25 structures with the same formula, charge and spin in kcal/mol: 5.4
Energy in a.u.: -245.67688
Kohn-Sham gap (spin up / spin down) in eV: 10.720 / 9.934
Spin multiplicity: 2
Strongest force on any atom in eV Å⁻¹: 4.98
<S²>: 0.753
M in u: 62.05

Löwdin population analysis, charges in e, atoms 1 to 4: -0.0608 -0.0038 0.0501 -0.1997